{
  "formula": "C37H88B2O19P3Si",
  "method": "ωB97M-V/def2-TZVPD",
  "total_energy_ha": -4255.7931,
  "mol_weight_g_mol": 979.72,
  "lumo_ev": 1.21,
  "charge": -1,
  "elements": ["C", "C", "C", "O", "C", "C", "C", "O", "Si", "C", "C", "C", "O", "B", "C", "C", "C", "C", "C", "C", "C", "O", "C", "O", "C", "O", "B", "C", "O", "H", "H", "H", "H", "H", "H", "H", "H", "H", "H", "H", "H", "H", "H", "H", "H", "H", "H", "H", "H", "H", "H", "H", "H", "H", "H", "H", "H", "H", "H", "H", "H", "H", "H", "H", "H", "H", "H", "H", "H", "H", "H", "H", "O", "P", "O", "C", "C", "O", "C", "C", "O", "C", "C", "H", "H", "H", "H", "H", "H", "H", "H", "H", "H", "H", "H", "H", "H", "H", "O", "P", "O", "C", "C", "O", "C", "C", "O", "C", "C", "H", "H", "H", "H", "H", "H", "H", "H", "H", "H", "H", "H", "H", "H", "H", "O", "P", "O", "C", "C", "O", "C", "C", "O", "C", "C", "H", "H", "H", "H", "H", "H", "H", "H", "H", "H", "H", "H", "H", "H", "H"],
  "positions_angstrom": [[0.234561, -0.261146, 3.955183], [1.234462, 0.165051, 2.865797], [2.060196, -1.056874, 2.442535], [2.607255, -0.976666, 1.140966], [1.865097, -1.671408, 0.154370], [0.644367, -0.906226, -0.353380], [1.037495, 0.289296, -1.188521], [-0.122852, 1.145115, -1.367598], [0.046316, 2.183677, -2.636656], [-1.044886, 3.711626, -2.433079], [-0.411185, 1.381988, -4.276944], [1.811615, 2.804956, -2.842168], [2.768747, -1.635453, -0.953278], [2.420784, -2.759094, -1.838692], [3.528867, -3.340323, -2.898442], [2.870483, -3.640528, -4.263893], [1.716630, -4.664764, -4.144871], [0.317146, -4.037004, -4.290531], [-0.686522, -4.552098, -3.265581], [-1.905437, -3.631828, -3.117526], [-2.489161, -3.839248, -1.724826], [-3.751126, -3.209354, -1.540322], [-3.697890, -2.032583, -0.771743], [1.652004, -3.734065, -0.989093], [1.671418, -3.205846, 0.310268], [0.356309, -3.399324, 0.871293], [2.825659, -4.078212, 0.991656], [4.047630, -3.531090, 1.804447], [2.673144, -5.459138, 0.861695], [-0.318730, -1.132987, 3.597688], [0.780504, -0.612485, 4.833065], [-0.461353, 0.532373, 4.215663], [1.892540, 0.897526, 3.336296], [0.687697, 0.615057, 2.042150], [2.909559, -1.121238, 3.129825], [1.468168, -1.961414, 2.603706], [0.020200, -1.558712, -0.964749], [-0.007830, -0.571699, 0.458647], [1.824836, 0.844184, -0.676888], [1.384542, -0.053312, -2.163031], [-1.056922, 4.202678, -3.406512], [-2.048668, 3.464911, -2.094735], [-0.535924, 4.371342, -1.728152], [-0.828517, 2.112244, -4.972390], [0.498640, 1.009089, -4.753037], [-1.102619, 0.546823, -4.169909], [1.842807, 3.735468, -3.406912], [2.368315, 2.037301, -3.383494], [2.321881, 2.909684, -1.884193], [1.531459, -2.271263, -2.601710], [3.972299, -4.278861, -2.534010], [4.309278, -2.589967, -3.066944], [3.623445, -4.042710, -4.951061], [2.468610, -2.721514, -4.692609], [1.770986, -5.216878, -3.206563], [1.825700, -5.390190, -4.957486], [-0.104097, -4.239273, -5.283772], [0.376602, -2.955297, -4.217473], [-1.045567, -5.555847, -3.513902], [-0.210899, -4.615096, -2.284990], [-2.684676, -3.896087, -3.834181], [-1.617939, -2.582057, -3.207432], [-2.666561, -4.915842, -1.614865], [-1.758519, -3.570044, -0.958176], [-2.758246, -1.913380, -0.227958], [-4.493183, -2.084090, -0.019714], [-3.878698, -1.126680, -1.358474], [0.271187, -4.333324, 1.099456], [4.818802, -4.285173, 1.962757], [4.457726, -2.618802, 1.372008], [3.666440, -3.240560, 2.790335], [3.211142, -5.806091, 0.142677], [-3.658511, 6.040214, -5.252722], [-4.880620, 6.812533, -4.906303], [-4.899540, 6.869745, -3.290550], [-3.873304, 7.571894, -2.601230], [-4.004544, 9.078879, -2.736125], [-5.988626, 5.623885, -5.158603], [-5.638568, 4.412275, -5.826300], [-5.181450, 3.357115, -4.850894], [-6.144178, 7.818289, -5.184207], [-6.044130, 8.935715, -6.081237], [-5.393052, 8.571037, -7.400184], [-2.894161, 7.231917, -2.949130], [-3.962242, 7.296768, -1.550956], [-3.762960, 9.402296, -3.754808], [-3.319327, 9.587548, -2.057849], [-5.023968, 9.396964, -2.516015], [-4.875258, 4.596245, -6.581601], [-6.535127, 4.078318, -6.352846], [-4.403829, 3.745321, -4.193718], [-4.787480, 2.488245, -5.380832], [-6.005556, 3.029314, -4.215341], [-5.502896, 9.753914, -5.595634], [-7.063255, 9.282313, -6.248294], [-4.342502, 8.296479, -7.260153], [-5.426309, 9.414658, -8.089525], [-5.899469, 7.720068, -7.856504], [10.113240, -0.718502, 4.639037], [9.879890, -1.734686, 3.604449], [8.345161, -2.163935, 3.530305], [7.340949, -1.151878, 3.371965], [7.376235, -0.527429, 1.990800], [10.507444, -3.117200, 4.146913], [11.191381, -3.183181, 5.394372], [10.249735, -3.552540, 6.522226], [10.359789, -1.981317, 2.099134], [11.020637, -0.960842, 1.324139], [12.134646, -0.265123, 2.081135], [7.454725, -0.388281, 4.145169], [6.379604, -1.639372, 3.526042], [8.264106, 0.102159, 1.872666], [6.500831, 0.101116, 1.828554], [7.403615, -1.296703, 1.219476], [11.704621, -2.244438, 5.603283], [11.958670, -3.951842, 5.283717], [9.375336, -2.902047, 6.530548], [10.754217, -3.475187, 7.486868], [9.891259, -4.575526, 6.399545], [10.282929, -0.237767, 0.968744], [11.421385, -1.464962, 0.446515], [11.742545, 0.312488, 2.920569], [12.667604, 0.421343, 1.423048], [12.841165, -0.993518, 2.481534], [-8.013984, -1.697986, 4.480198], [-6.964734, -0.713077, 4.770596], [-6.209299, -1.059025, 6.142379], [-5.643240, -2.360017, 6.321406], [-4.426798, -2.587580, 5.443553], [-7.698771, 0.647148, 5.227397], [-9.118885, 0.759314, 5.227415], [-9.703697, 0.382442, 6.573316], [-5.819662, 0.037565, 3.957326], [-5.440751, -0.359486, 2.616808], [-6.627287, -0.575074, 1.700382], [-6.402420, -3.123750, 6.134833], [-5.361530, -2.422783, 7.371827], [-4.716018, -2.684342, 4.393893], [-3.913131, -3.505657, 5.728880], [-3.730779, -1.752633, 5.524663], [-9.553274, 0.158304, 4.428730], [-9.344283, 1.803423, 5.003201], [-9.336675, -0.590286, 6.900594], [-10.793305, 0.348245, 6.524410], [-9.413533, 1.110761, 7.332203], [-4.820441, -1.256990, 2.665356], [-4.811046, 0.440769, 2.233302], [-7.228816, -1.428166, 2.021624], [-6.286374, -0.772097, 0.684874], [-7.277667, 0.300952, 1.691623]],
  "forces_ev_per_angstrom": [[0.3116, -0.4387, -0.4334], [-0.3269, -0.2989, 0.8392], [0.1108, 0.5078, 0.2591], [-0.7412, -0.3909, 0.6707], [1.7464, 0.2580, -2.6672], [-0.9636, -0.1230, 0.6317], [-0.2426, -0.0774, 0.2861], [0.3737, 0.1382, 0.0430], [-0.3684, 0.5971, -0.6416], [0.6213, -0.5698, 0.1998], [0.2915, -0.0825, 0.0267], [-0.0581, -0.5917, 0.2238], [0.6907, -0.7957, 1.0435], [-1.5114, 0.9749, -1.9104], [-0.4667, 0.0687, 0.2781], [0.1275, -0.5720, 0.5767], [-0.1294, 0.2767, -0.7864], [-0.2989, -0.4319, -0.0972], [-0.2632, 0.5005, 0.1432], [-0.0249, -0.2535, 0.6658], [-0.1344, -0.7737, -0.5155], [0.3550, 0.2366, 0.2496], [-0.4262, 0.1884, 0.3876], [1.0905, 0.3447, 0.4193], [-1.1978, -0.1516, 0.4197], [0.1362, -0.1343, 0.5723], [0.0275, 0.0976, 0.2320], [0.1066, 0.0637, -0.0921], [-0.0852, 0.0495, -0.0007], [-0.2566, 0.1196, -0.0184], [-0.0935, 0.1970, 0.1948], [0.0148, 0.0301, 0.1650], [0.0629, 0.2878, -0.4306], [0.2067, 0.0329, -0.1814], [0.0486, -0.0824, -0.0039], [-0.0550, -0.0683, -0.3241], [0.1499, -0.2070, -0.0120], [0.0536, -0.0022, 0.0819], [0.0793, 0.0866, -0.1182], [0.1995, -0.0494, 0.0393], [-0.2304, 0.0871, -0.0078], [-0.1024, 0.1812, -0.0194], [-0.2622, 0.1210, 0.1367], [-0.1455, 0.0442, 0.0640], [-0.0278, -0.1941, 0.0168], [-0.0738, 0.0033, -0.0109], [0.0411, 0.0718, 0.0208], [0.0947, 0.0900, -0.1110], [-0.0233, 0.2841, 0.0345], [0.0310, 0.0040, -0.0736], [0.3037, 0.1007, 0.0018], [0.1957, -0.1080, 0.2114], [0.0099, 0.1208, -0.0888], [0.1037, 0.0859, -0.0352], [0.1077, 0.0691, 0.0971], [0.0533, -0.1903, 0.1380], [0.1668, -0.0034, -0.0962], [0.0995, 0.0634, 0.2077], [0.1362, -0.0759, -0.0437], [0.2328, 0.0199, -0.0313], [0.0119, 0.3031, -0.1973], [-0.0010, 0.0178, -0.2837], [-0.0559, -0.0048, 0.1070], [-0.0668, 0.2464, 0.0644], [0.1273, -0.0581, -0.1308], [-0.0270, -0.0054, 0.0022], [0.1281, -0.0626, -0.2065], [0.0537, 0.0207, -0.1966], [0.0719, 0.0031, -0.0310], [0.0418, 0.0052, -0.0593], [-0.0118, -0.0456, 0.0486], [-0.1251, -0.1051, 0.1011], [1.3664, 3.1941, -1.4655], [-3.9768, -6.0769, 2.6916], [0.0199, 0.9154, -0.4792], [0.3701, 0.1615, 0.3606], [-0.0685, -0.0304, -0.2540], [-0.0245, -0.0272, -0.2375], [0.0415, -0.1063, 0.1129], [0.0215, -0.2097, 0.2470], [2.4042, 2.0835, -1.0791], [-0.0355, 0.3279, -0.0508], [0.1012, -0.1503, 0.0454], [-0.0261, -0.0325, -0.0136], [-0.0936, -0.1371, -0.0485], [0.0038, 0.0187, 0.0189], [0.0214, -0.0233, -0.0044], [0.0070, -0.0130, 0.0584], [0.0628, 0.0486, 0.0566], [-0.0831, 0.0920, 0.0753], [0.1018, 0.0203, -0.1154], [-0.0043, -0.0174, 0.0192], [-0.0342, 0.0023, -0.0393], [0.0008, -0.0171, 0.0116], [-0.0549, -0.1226, 0.1071], [-0.0245, 0.0236, -0.0038], [-0.0160, 0.0141, 0.0088], [-0.0475, 0.0358, -0.0158], [0.4309, 1.4274, -1.3941], [-0.7140, -3.8537, 1.7465], [0.1532, 0.4292, -0.1851], [-0.3997, 0.2486, -0.1860], [0.2224, 0.0431, -0.0154], [0.0793, 0.1137, -0.2644], [0.0391, -0.0710, 0.2812], [-0.1463, -0.1062, -0.0222], [0.2616, 1.8809, 0.1307], [0.1450, 0.1983, -0.2249], [-0.0515, 0.0447, 0.2225], [0.1102, -0.0708, 0.0375], [0.1052, -0.1886, 0.0334], [-0.0428, 0.0183, 0.0058], [-0.0301, -0.0312, 0.0223], [-0.0900, -0.0197, 0.0128], [-0.1289, 0.0931, -0.0396], [-0.0419, -0.0204, -0.0995], [0.0837, 0.1229, 0.0128], [0.0165, -0.0026, -0.0108], [0.0134, -0.0025, -0.0002], [-0.0404, -0.0354, 0.0469], [-0.0840, -0.1607, 0.0554], [0.0089, -0.0319, -0.0461], [-0.0008, -0.0515, -0.0747], [0.0363, -0.0104, -0.0730], [1.0126, -0.7252, -1.5612], [-1.1547, 2.5534, 3.1854], [0.1201, -0.1964, -0.4282], [0.2082, -0.3004, 0.0849], [-0.0841, 0.0952, -0.1421], [0.1956, -0.0046, -0.2010], [-0.2720, 0.0188, 0.1038], [0.0942, 0.0251, 0.1614], [-0.2450, -1.5240, -1.1287], [0.1539, -0.0489, -0.3860], [-0.2337, -0.1065, 0.1256], [-0.0527, 0.0746, -0.0264], [-0.0502, 0.1252, 0.0178], [0.0219, -0.0325, 0.0196], [-0.0230, -0.0113, 0.0177], [0.0195, -0.0181, 0.0482], [0.0908, -0.1312, 0.0343], [0.1078, 0.0187, 0.0010], [-0.0534, -0.0691, -0.1256], [0.0023, 0.0126, -0.0156], [-0.0085, 0.0109, -0.0097], [-0.0221, 0.0036, 0.0713], [-0.0077, 0.0932, 0.1870], [0.0552, 0.0278, -0.0134], [0.0649, 0.0625, -0.0028], [0.0734, 0.0586, -0.0406]],
  "mulliken_charge": [-1.4424, 0.1754, -0.8594, -0.3045, 0.9189, 0.0247, -0.3978, -0.3028, 0.7145, -1.1537, -1.0253, -1.1698, -0.7823, 2.2595, -0.9007, -0.9540, -0.6338, -0.7948, -0.0840, -0.1074, -0.3148, -0.4792, -0.2300, -1.1527, -0.5793, -0.6163, 0.5820, -1.0564, -0.6722, 0.3358, 0.3334, 0.4195, 0.3257, 0.0782, 0.4252, 0.3113, -0.4557, 0.3750, 0.1157, 0.1110, 0.2811, 0.2952, 0.3201, 0.3602, 0.2927, 0.2485, 0.3857, 0.3208, 0.3050, -0.7205, 0.2282, 0.2828, 0.4269, 0.3163, 0.2118, 0.5923, 0.5116, 0.1131, 0.4517, -0.1238, 0.4851, -0.2534, 0.3646, 0.0583, 0.1014, -0.0147, 0.2753, 0.4496, 0.3393, 0.3554, 0.3128, 0.3200, -0.7150, 1.0632, -0.3488, -0.2605, -1.0356, -0.3735, -0.3745, -0.8834, -0.2653, -0.2336, -1.0946, 0.2386, 0.3456, 0.2320, 0.4166, 0.2700, 0.3081, 0.3603, 0.1390, 0.3585, 0.2886, 0.2480, 0.3037, 0.3510, 0.3881, 0.2813, -0.7518, 0.9864, -0.2853, -0.2195, -1.0746, -0.3894, -0.2988, -1.0307, -0.3024, -0.1389, -1.1290, 0.2485, 0.2564, 0.3428, 0.4055, 0.2883, 0.3154, 0.3295, 0.2784, 0.3559, 0.2754, 0.2348, 0.2907, 0.3463, 0.3989, 0.2728, -0.7420, 1.0475, -0.3497, -0.2951, -0.9712, -0.3850, -0.2984, -1.0289, -0.2857, -0.0823, -1.2069, 0.2773, 0.3127, 0.1622, 0.4275, 0.3075, 0.3089, 0.3341, 0.2778, 0.3572, 0.2734, 0.2003, 0.2931, 0.3735, 0.4080, 0.3409]
}

---

{
  "formula": "C9H14N2O",
  "method": "ωB97M-V/def2-TZVPD",
  "e_above_lowest_kcal_mol": 70.2,
  "total_energy_ha": -535.2293,
  "mol_weight_g_mol": 166.22,
  "lumo_ev": -9.65,
  "charge": 2,
  "elements": ["C", "C", "C", "C", "C", "C", "C", "C", "C", "N", "N", "O", "H", "H", "H", "H", "H", "H", "H", "H", "H", "H", "H", "H", "H", "H"],
  "positions_angstrom": [[-0.658083, -1.109503, -0.533174], [-1.767759, -0.574652, -0.881696], [-1.155725, 0.494016, 1.839302], [-0.462921, 0.932756, 0.827086], [-2.852058, 0.152854, -1.051700], [1.215698, -1.651981, 0.844509], [0.652369, -3.143802, -1.069026], [-0.349306, 3.154495, 0.044298], [1.355048, 1.390723, -0.521258], [0.330886, -1.929297, -0.287274], [0.145720, 1.798848, 0.195817], [-3.696909, 0.906071, -1.175474], [-1.818970, -0.353790, 1.776980], [-0.904968, 0.682863, 2.888100], [1.409006, -2.544517, 1.334538], [2.220187, -1.235089, 0.388607], [0.877804, -0.949913, 1.546537], [1.606840, -2.975666, -1.639284], [0.630098, -4.090698, -0.542849], [-0.107600, -3.343766, -1.724043], [0.459783, 3.774025, 0.317576], [-0.732443, 3.377691, -1.005559], [-1.219615, 3.473466, 0.763369], [1.166528, 1.300413, -1.670644], [2.069455, 2.117764, -0.392262], [1.586925, 0.346694, -0.272480]],
  "forces_ev_per_angstrom": [[-1.4480, -1.7743, -1.1379], [2.2759, -1.1593, 0.4636], [0.1522, -1.1780, 0.4631], [-1.4103, 0.4300, 2.7758], [0.0440, 0.8898, -0.1298], [3.0771, 1.2175, -2.2881], [1.7972, 0.3835, -0.4137], [-3.1269, 1.6638, -0.3028], [-1.6463, -1.9961, -3.0821], [-1.7864, 1.6438, 0.6299], [0.3498, -0.1382, -1.3671], [0.2583, -0.8325, 0.0456], [-0.4996, 0.1740, -0.3457], [0.3389, 0.5400, -0.3715], [0.4701, -1.7859, 0.8234], [-1.6767, -1.1348, 1.0877], [-0.7439, 0.7397, 0.5545], [-0.8683, -0.2485, 0.7672], [0.6052, 0.3366, 1.1718], [-1.9695, 0.1836, -2.1475], [0.9965, 0.9338, -0.0820], [0.8600, -0.4713, 1.2157], [1.6317, -1.3061, -1.1655], [-0.1010, 0.6151, 1.9012], [2.0243, 1.2812, 0.5368], [0.3957, 0.9924, 0.3977]],
  "mulliken_charge": [1.2996, -0.1877, -0.5499, 0.0571, -0.0578, -1.1771, -0.9722, -0.8553, -0.3600, 0.0402, 0.1730, -0.1514, 0.3226, 0.3403, 0.4088, 0.4321, 0.4143, 0.3391, 0.3628, 0.4123, 0.3764, 0.3342, 0.3400, 0.3535, 0.4150, -0.1100]
}

---

{
  "formula": "C2H2Cl2N2",
  "method": "ωB97M-V/def2-TZVPD",
  "e_above_lowest_kcal_mol": 129.4,
  "total_energy_ha": -1107.0318,
  "mol_weight_g_mol": 124.96,
  "lumo_ev": [-2.98, -2.13],
  "charge": 0,
  "elements": ["C", "C", "N", "N", "Cl", "Cl", "H", "H"],
  "positions_angstrom": [[0.597677, 1.203574, -1.022225], [-0.420232, -0.807703, -1.240029], [1.405993, 0.992868, -0.162914], [-1.316948, -1.005253, -0.476591], [1.820215, -0.536386, 1.043077], [-1.923528, 0.209514, 1.205445], [2.016086, 1.750702, 0.192670], [-2.033851, -1.507073, 0.031660]],
  "forces_ev_per_angstrom": [[-1.2544, -0.3597, -1.0121], [-0.7615, -0.1437, 0.6348], [1.4185, 2.0003, 0.5424], [0.7632, -0.5202, -1.2059], [0.2042, -0.9230, 0.6167], [-0.2777, 1.1949, 1.2011], [-0.4012, -0.8627, -0.1059], [0.3090, -0.3861, -0.6709]],
  "mulliken_charge": [0.0703, -0.0014, -0.1946, -0.1997, -0.1637, -0.1932, 0.3206, 0.3617]
}